No. 1
127
Properties=species:S:1:pos:R:3:mulliken_charge:R:1 method="wB97M-V/def2-TZVPD" e_lumo_ev=-0.78 largest_force_ev_per_a=9.3
C 11.43557 -1.35219 3.14397 -1.023
C 10.38951 -1.29837 1.87931 0.054
O 10.73275 -0.19123 0.96349 -0.351
C 10.09737 -0.41572 -0.34427 -0.781
C 8.64466 0.31807 -0.54458 0.307
C 8.50701 1.90553 -1.04787 -0.613
C 7.04632 2.65411 -1.29937 -0.418
C 5.61074 1.82615 -1.07410 -0.361
C 5.78137 0.26639 -0.54727 0.210
C 7.23683 -0.48375 -0.29385 0.435
B 7.13164 -2.08601 0.19127 0.607
O 7.67970 -3.08809 -0.78789 -0.637
O 6.50484 -2.48940 1.46887 -0.333
C 5.57893 -3.61561 1.14986 -0.385
S 4.19824 -0.68963 -0.22443 -0.280
C 2.96619 0.67177 0.30496 0.331
C 1.74082 0.32420 1.38844 0.475
C 1.70786 -1.21384 1.95650 -0.813
C 2.88995 -1.50356 3.09757 0.412
C 2.96956 -0.30168 4.20969 -0.747
I 4.72797 1.01211 4.00799 0.021
C 0.64036 1.51178 1.80337 0.124
C -0.57874 1.19020 2.86180 -0.713
O -1.39692 0.01688 2.51772 0.280
C -2.14091 -0.49026 3.70739 0.283
C -1.40815 -1.25239 4.99341 -0.826
O -3.49256 -0.38282 3.80884 -0.465
C 0.88129 2.98907 1.06577 0.907
C -0.20990 4.16258 1.41208 -0.921
C -1.71874 3.86863 0.76602 -0.137
O -1.71283 3.72270 -0.69776 -0.394
C -1.74463 2.28299 -1.09617 -0.123
C -3.24038 1.61382 -1.04784 0.789
F -3.47564 1.01627 0.30250 -0.154
F -4.21210 2.76688 -1.14085 -0.337
C -3.59952 0.61837 -2.29990 0.384
F -2.38734 0.15164 -3.06790 -0.307
F -4.36814 1.46189 -3.29025 -0.323
C -4.58114 -0.64145 -1.92899 0.560
F -5.07408 -1.28563 -3.19345 -0.223
F -5.77884 -0.13537 -1.20202 -0.256
C -3.88555 -1.82754 -1.03645 0.084
F -4.60007 -1.81540 0.29483 -0.249
F -2.45213 -1.62324 -0.72497 -0.192
C 2.11407 3.33098 0.03943 -1.228
I 2.43698 5.33757 -0.87485 0.037
C 3.20894 2.14611 -0.37103 -0.099
N 4.29648 2.52080 -1.35417 0.639
O 3.79123 2.19632 -2.56896 -0.221
C 4.60373 2.74735 -3.66461 -0.210
C 4.88205 4.36087 -3.58286 -0.728
H 12.42590 -1.93329 2.91594 0.271
H 10.91835 -1.85808 4.07850 0.295
H 11.67511 -0.23846 3.47102 0.272
H 9.30499 -1.04552 2.30127 0.139
H 10.34123 -2.35409 1.37378 0.192
H 10.81963 0.04842 -1.17218 0.324
H 9.99328 -1.55670 -0.62742 0.287
H 9.50224 2.53258 -1.24862 0.255
H 7.07538 3.78020 -1.63885 0.209
H 6.90909 -3.34391 -1.40834 0.350
H 4.61426 -3.54037 1.80891 0.090
H 6.07974 -4.67586 1.28266 0.256
H 5.24016 -3.55076 0.02216 0.180
H 1.94135 -1.95999 1.06001 0.387
H 0.68731 -1.55190 2.42000 0.155
H 2.66231 -2.54827 3.60838 0.446
H 3.92281 -1.59488 2.55038 -0.546
H 2.96570 -0.79158 5.29147 0.407
H 2.03060 0.39523 4.16400 0.054
H -0.06487 0.93968 3.90986 0.136
H -1.29008 2.10393 3.07601 0.124
H -0.59579 -2.03459 4.65633 0.254
H -0.80560 -0.38636 5.55208 0.269
H -2.17401 -1.66604 5.78287 0.315
H -0.36625 4.13150 2.59419 0.286
H 0.15262 5.25929 1.17579 0.409
H -2.26290 3.01281 1.34978 0.019
H -2.33957 4.86226 0.99500 0.336
H -1.04685 1.60721 -0.41637 -0.014
H -1.23751 2.25735 -2.17525 0.303
H -4.13997 -2.87423 -1.51074 0.254
H 3.97594 2.56515 -4.66340 0.292
H 5.63142 2.19982 -3.83897 0.279
H 4.08939 4.94698 -4.24651 0.218
H 4.98707 4.79594 -2.50161 0.128
H 5.93171 4.54564 -4.12039 0.254
C -6.88264 -0.02578 3.34638 -0.880
C -8.16373 -0.27186 4.12782 -0.451
C -8.53926 0.88854 5.05349 -0.776
C -7.52656 1.19421 6.16339 -0.686
C -7.21313 0.02731 7.10337 -0.288
C -8.42418 -0.45351 7.88730 -1.214
H -6.01964 0.08520 4.00882 0.168
H -6.68075 -0.87089 2.67910 0.310
H -6.96669 0.87692 2.73314 0.321
H -8.07473 -1.20313 4.69691 0.269
H -8.98263 -0.42498 3.41424 0.366
H -9.51760 0.67921 5.49970 0.320
H -8.67301 1.79529 4.44957 0.350
H -7.90931 2.03436 6.75713 0.389
H -6.59073 1.54600 5.71610 0.299
H -6.44505 0.35279 7.81563 0.364
H -6.77810 -0.80899 6.54588 0.221
H -8.84664 0.35814 8.48764 0.290
H -8.13618 -1.26216 8.56616 0.378
H -9.20626 -0.83852 7.22686 0.284
C -4.70082 -0.78889 -5.96714 -0.830
C -4.38360 -0.73046 -7.45320 -0.538
C -5.03661 -1.85945 -8.25531 -0.794
C -4.58873 -3.27576 -7.87540 -0.677
C -3.08419 -3.53743 -7.98184 -0.321
C -2.54877 -3.39254 -9.39772 -1.205
H -4.32017 -1.70548 -5.50792 0.244
H -4.23634 0.05774 -5.44972 0.222
H -5.78075 -0.73869 -5.79620 0.315
H -3.29828 -0.73483 -7.59843 0.276
H -4.74254 0.22787 -7.84821 0.371
H -4.84510 -1.68956 -9.32046 0.338
H -6.12565 -1.79779 -8.13294 0.353
H -5.11878 -3.98912 -8.51964 0.396
H -4.91247 -3.49844 -6.85304 0.296
H -2.88512 -4.55987 -7.63805 0.356
H -2.53039 -2.87521 -7.30789 0.237
H -3.05902 -4.08025 -10.07916 0.291
H -1.47939 -3.62407 -9.42116 0.379
H -2.67528 -2.37399 -9.77535 0.282

No. 2
119
Properties=species:S:1:pos:R:3:mulliken_spin:R:1 method="wB97M-V/def2-TZVPD" de_lowest_kcal_mol=0.0 s_squared=8.860 e_lumo_ev="-5.12 / -7.08" charge=+2 largest_force_ev_per_a=0.6 spin_multiplicity=6
Cr 0.06968 0.97982 0.87649 3.702
C 5.16465 -0.71080 -0.31037 0.000
C 3.93491 0.15236 -0.58546 0.029
C 3.37566 -0.16556 -1.97545 0.022
P 2.60022 0.05965 0.70028 0.118
C 2.09651 -1.73704 0.63624 0.043
N 1.20809 -2.08518 -0.45686 0.397
Ge -0.42601 -0.84002 -0.74925 -0.253
N -0.35141 -0.13122 -2.49652 -0.038
C 0.00274 1.25520 -2.72946 -0.033
P 0.25047 2.29816 -1.20868 0.038
C 1.81258 3.23476 -1.54522 0.018
C 2.05064 3.72758 -2.97582 0.001
C 1.97488 4.39303 -0.56172 0.007
C -1.16024 3.49461 -1.27893 -0.043
C -2.45961 2.70743 -1.08518 0.049
C -1.26003 4.40814 -2.50100 0.002
C -0.96446 -0.79651 -3.55398 -0.006
C -1.28681 -0.23317 -4.79162 0.000
C -2.02598 -0.95868 -5.71487 0.004
C -2.45762 -2.24557 -5.43705 0.003
C -2.08626 -2.84189 -4.23854 -0.001
C -1.31895 -2.13300 -3.33961 0.018
N -0.76296 -2.69989 -2.12071 0.010
C 0.51894 -3.29578 -2.34233 0.202
C 0.81847 -4.08344 -3.43134 -0.102
C 2.04922 -4.72095 -3.50781 0.216
C 2.99391 -4.57273 -2.48200 -0.025
C 2.73992 -3.75476 -1.41616 0.122
C 1.50646 -3.03682 -1.33916 0.109
C -1.67136 -3.56508 -1.38613 0.043
C -1.87186 -4.89420 -1.70260 -0.004
C -2.84752 -5.62189 -1.03817 -0.004
C -3.62229 -4.98320 -0.08100 0.003
C -3.40381 -3.65769 0.25395 -0.008
C -2.38716 -2.92349 -0.36574 -0.003
N -2.00525 -1.62334 -0.06057 -0.026
C -2.56096 -0.93053 1.08864 0.150
P -1.25204 -0.66039 2.40059 0.009
C -2.24160 -0.00259 3.81599 -0.068
C -2.90551 1.32562 3.46186 0.076
C -1.40033 0.16127 5.08040 -0.005
C -0.92862 -2.45237 2.85138 -0.005
C 0.25256 -2.76103 3.77712 -0.004
C -2.16384 -3.12299 3.46529 -0.003
C 3.52182 0.13547 2.30046 -0.092
C 2.57800 0.13466 3.50008 0.184
C 4.35528 1.42105 2.31809 -0.001
H 5.91207 -0.53039 -1.08368 0.000
H 4.92184 -1.77284 -0.35132 0.000
H 5.63319 -0.50391 0.64932 0.000
H 4.24440 1.20313 -0.57008 0.001
H 3.35414 -1.24227 -2.14407 0.005
H 4.01024 0.26812 -2.74806 0.001
H 2.36245 0.20385 -2.12079 -0.006
H 1.54106 -1.87867 1.56480 -0.002
H 2.97648 -2.37553 0.67686 0.026
H -0.77837 1.75353 -3.31174 -0.002
H 0.91318 1.32029 -3.33159 0.002
H 2.57959 2.48492 -1.31900 0.001
H 1.33624 4.49163 -3.27078 0.000
H 2.03341 2.93811 -3.72402 0.000
H 3.04051 4.18293 -3.01846 0.000
H 1.25945 5.18825 -0.77838 0.000
H 2.97121 4.82066 -0.66865 0.002
H 1.84423 4.09080 0.47725 0.000
H -0.99724 4.13236 -0.39861 0.016
H -2.68369 2.09178 -1.95799 0.013
H -3.30209 3.38727 -0.95089 0.002
H -2.41484 2.02300 -0.22830 0.090
H -1.18757 3.86100 -3.44074 0.000
H -0.49144 5.17798 -2.49520 0.000
H -2.22689 4.91346 -2.49953 0.000
H -0.97352 0.76780 -5.04428 0.000
H -2.27611 -0.50124 -6.66169 0.000
H -3.06099 -2.78964 -6.14776 0.000
H -2.39930 -3.85091 -4.01197 0.000
H 0.09080 -4.21386 -4.21936 0.006
H 2.26940 -5.35596 -4.35316 0.000
H 3.93376 -5.10200 -2.54095 0.003
H 3.49147 -3.64140 -0.65130 0.004
H -1.27473 -5.36919 -2.46933 0.003
H -3.01334 -6.65988 -1.28134 0.000
H -4.41346 -5.52518 0.41795 0.000
H -4.04319 -3.20424 0.99418 0.002
H -3.39116 -1.47964 1.52619 0.008
H -2.96670 0.04243 0.79713 -0.001
H -3.02679 -0.74469 3.99143 -0.006
H -2.14381 2.09865 3.35337 -0.016
H -3.57255 1.62506 4.27035 0.000
H -3.50425 1.27207 2.55020 -0.005
H -0.54166 0.81035 4.89734 0.001
H -1.04005 -0.78724 5.47020 0.001
H -2.00231 0.62346 5.86311 0.000
H -0.73199 -2.91372 1.87421 0.003
H 0.19949 -2.21449 4.71565 0.002
H 1.23012 -2.57703 3.34405 -0.004
H 0.22137 -3.82259 4.02504 0.000
H -2.25664 -2.86643 4.52048 -0.001
H -2.04490 -4.20395 3.40235 0.001
H -3.09991 -2.87783 2.97326 0.000
H 4.18160 -0.73668 2.35860 -0.005
H 1.93173 1.01548 3.49303 -0.012
H 3.16356 0.16927 4.41917 0.002
H 1.94659 -0.74929 3.54912 -0.053
H 3.71119 2.29533 2.19269 0.000
H 5.12160 1.44941 1.54663 0.001
H 4.85461 1.52191 3.28183 0.001
S 0.38699 2.91100 2.34130 -0.012
C -0.71752 4.19215 2.43725 -0.009
N -1.93306 4.14755 1.81690 0.040
C -2.85262 5.13755 1.92057 -0.002
C -2.55131 6.23624 2.66186 0.008
C -1.27225 6.25180 3.25825 0.000
N -0.39552 5.28053 3.15309 0.004
H -2.14714 3.31836 1.27173 0.039
H -3.78500 4.98980 1.39540 0.000
H -3.25024 7.04736 2.77892 0.001
H -0.95698 7.10703 3.84446 0.000